1.
# C4H11N3O2

A cluster of 2 separate species, C4H11N3O2 in total at a distorted geometry (ωB97M-V/def2-TZVPD, the Open Molecules 2025 dataset).

## Properties
**Energy relative to the best compared isomer or geometry (same formula, charge and spin)**: 2.334 eV
**SMILES**: [H]/N=C(/N)NC.CC(=O)O
**LUMO level**: 0.205 eV
**F_max**: 0.0899 hartree/bohr
**E**: -473.71699 a.u.

XYZ file:
```
20
Properties=species:S:1:pos:R:3:forces:R:3:lowdin_charge:R:1
C -1.060 0.489 -3.985 -0.984 -0.237 -2.074 -0.01
C -0.535 0.393 -2.599 -1.047 -1.016 3.959 -0.54
O 0.749 0.699 -2.163 -0.439 2.540 -3.493 0.05
O -1.245 0.108 -1.659 -0.504 -0.335 -1.324 0.08
H -0.348 0.309 -4.810 0.195 1.068 0.510 0.09
H -1.738 1.389 -4.090 1.331 -0.589 0.003 0.12
H -1.783 -0.308 -4.286 0.393 0.167 1.310 0.10
C -1.224 -0.744 1.235 -2.083 0.876 1.842 -0.11
C 0.792 -0.318 2.479 2.688 0.100 -0.230 -0.57
N 0.792 -1.268 3.370 -0.581 1.290 -1.217 0.09
N -0.043 0.119 1.489 -3.511 -3.005 -0.030 0.02
N 1.945 0.464 2.396 0.570 0.728 0.993 0.08
H -0.061 -1.800 3.345 -0.393 -0.080 0.103 0.00
H 0.845 1.552 -2.709 1.100 -1.517 1.105 0.14
H 0.171 0.760 0.754 0.647 0.202 0.123 0.11
H 2.400 0.679 1.538 -0.397 -0.048 -0.747 0.07
H 2.631 0.364 3.113 -0.039 -0.476 0.496 0.07
H -1.273 -1.526 0.512 1.253 -0.565 -0.798 0.06
H -2.185 -0.232 1.017 0.947 0.755 -0.200 0.08
H -1.579 -1.205 2.184 0.854 0.143 -0.332 0.07
```
Forces are in eV/Å.



2.
# C4H11N3O2

A cluster of 2 separate species, C4H11N3O2 in total at a distorted geometry (ωB97M-V/def2-TZVPD, the Open Molecules 2025 dataset).

## Properties
**Energy relative to the best compared isomer or geometry (same formula, charge and spin)**: 3.121 eV
**SMILES**: [H]/N=C(/N)NC.CC(=O)O
**LUMO level**: 0.544 eV
**F_max**: 0.1022 hartree/bohr
**E**: -473.68808 a.u.

XYZ file:
```
20
Properties=species:S:1:pos:R:3:forces:R:3:lowdin_charge:R:1
C -2.082 3.120 -1.860 0.348 2.562 1.498 -0.14
C -0.787 1.232 -1.210 2.444 -2.488 -0.570 -0.46
N -0.932 -0.054 -0.483 0.485 -0.374 -2.859 0.07
N -2.006 1.664 -1.754 1.333 1.934 0.925 -0.01
N 0.476 1.532 -1.488 -3.772 -2.289 2.857 0.12
H -0.130 -0.636 -0.814 -0.940 0.549 -0.178 0.08
H -0.702 -0.065 0.464 -0.077 1.080 2.072 0.01
H -2.898 1.221 -1.528 1.004 -0.152 0.346 0.13
H 0.649 2.239 -2.110 0.013 2.428 -2.014 -0.02
H -0.546 -1.427 2.214 -1.082 1.927 -0.262 0.08
H -1.977 3.548 -2.821 -0.683 -0.238 -1.698 0.05
H -1.233 3.757 -1.427 -0.478 -1.813 0.268 0.10
H -2.933 3.644 -1.336 0.346 -1.182 -0.689 0.09
C 2.421 -1.260 2.257 -1.564 -0.518 2.397 0.00
C 1.314 -2.017 1.540 2.573 -0.577 -1.298 -0.54
O 1.613 -2.613 0.527 -1.743 0.371 0.944 0.10
O 0.116 -2.070 2.183 1.396 -2.689 -0.224 0.09
H 1.840 -0.893 3.137 1.213 0.663 -0.440 0.09
H 2.840 -0.540 1.608 0.107 1.126 -0.556 0.07
H 3.293 -1.822 2.656 -0.924 -0.321 -0.520 0.10
```
Forces are in eV/Å.



3.
# C4H11N3O2

A cluster of 2 separate species, C4H11N3O2 in total at a distorted geometry (ωB97M-V/def2-TZVPD, the Open Molecules 2025 dataset).

## Properties
**Energy relative to the best compared isomer or geometry (same formula, charge and spin)**: 1.114 eV
**SMILES**: [H]/N=C(/N)NC.CC(=O)O
**LUMO level**: 0.610 eV
**F_max**: 0.0363 hartree/bohr
**E**: -473.76183 a.u.

XYZ file:
```
20
Properties=species:S:1:pos:R:3:forces:R:3:lowdin_charge:R:1
C 1.885 -1.406 2.277 -0.163 -0.654 -0.137 -0.09
C 1.540 -0.711 -0.069 0.730 0.405 0.072 -0.59
N 0.289 -0.498 -0.077 -0.911 0.634 0.057 0.11
N 2.325 -1.261 0.910 -0.064 -0.004 -0.083 -0.02
N 2.273 -0.262 -1.180 -0.229 -0.864 -0.543 0.10
H -0.193 -0.588 0.807 0.229 -0.477 0.100 0.03
H -0.886 1.741 0.261 0.814 -1.138 -0.334 0.07
H 3.315 -1.196 0.745 0.005 0.088 0.131 0.12
H 2.968 -0.924 -1.516 0.077 0.095 0.327 0.09
H 1.602 -0.159 -1.934 0.036 0.404 -0.006 0.09
H 2.240 -2.355 2.685 0.187 0.158 0.053 0.08
H 0.800 -1.500 2.290 0.012 0.199 0.044 0.07
H 2.200 -0.584 2.913 -0.040 0.126 0.098 0.08
C -3.424 0.950 -1.139 -0.048 0.546 0.606 0.00
C -2.264 1.911 -1.236 0.444 -0.500 -0.712 -0.57
O -1.607 2.229 -0.100 -1.149 1.334 0.627 0.07
O -1.961 2.408 -2.282 0.015 0.140 0.018 0.11
H -3.055 -0.047 -1.371 -0.121 -0.049 -0.122 0.09
H -4.177 1.299 -1.838 0.016 -0.336 -0.258 0.08
H -3.870 0.953 -0.145 0.159 -0.107 0.062 0.08
```
Forces are in eV/Å.



4.
# C4H11N3O2

A cluster of 2 separate species, C4H11N3O2 in total at a distorted geometry (ωB97M-V/def2-TZVPD, the Open Molecules 2025 dataset).

## Properties
**Energy relative to the best compared isomer or geometry (same formula, charge and spin)**: 2.304 eV
**SMILES**: CN=C(N)N.CC(=O)O
**LUMO level**: 0.552 eV
**F_max**: 0.0832 hartree/bohr
**E**: -473.71810 a.u.

XYZ file:
```
20
Properties=species:S:1:pos:R:3:forces:R:3:lowdin_charge:R:1
C 2.100 1.164 0.374 -1.128 -2.847 -2.734 0.03
C 2.555 -0.433 0.274 1.735 0.910 -1.541 -0.51
O 3.048 -1.113 -0.625 -1.573 1.653 1.196 0.05
O 2.550 -0.873 1.534 0.097 -1.218 0.788 0.05
H 1.110 1.042 0.758 -0.372 0.255 1.567 0.04
H 1.775 1.738 -0.555 1.634 -1.020 0.648 0.09
H 2.870 1.574 0.975 0.157 0.814 0.641 0.06
C -1.357 0.751 -1.869 -0.777 -3.791 -1.827 -0.17
C -1.878 -0.351 0.270 0.144 1.992 -3.347 -0.55
N -2.638 -0.148 1.378 -1.307 1.717 1.103 0.09
N -2.150 0.500 -0.683 1.141 0.527 1.188 -0.03
N -0.869 -1.339 0.240 0.877 0.699 -0.250 0.12
H -2.188 -0.322 2.248 0.384 -0.564 0.575 0.07
H -2.981 0.870 1.373 0.486 -2.399 -0.215 0.13
H 2.941 -1.795 1.599 -0.611 1.464 -0.511 0.16
H -1.143 -2.294 0.091 -0.525 -0.242 0.332 0.09
H -0.182 -1.127 -0.497 -0.638 -0.047 0.417 0.07
H -0.288 1.013 -1.792 -0.466 0.122 0.420 0.05
H -1.880 1.393 -2.583 0.155 0.493 0.637 0.06
H -1.395 -0.249 -2.508 0.589 1.483 0.913 0.10
```
Forces are in eV/Å.